Entry 1:
{
  "formula": "C18H23Br2CaN5O2",
  "method": "wB97M-V/def2-TZVPD",
  "spin_multiplicity": 1,
  "homo_lumo_gap_ev": 6.42,
  "total_charge": 2,
  "e_tot_ev": -189096.4890,
  "elements": ["Ca", "O", "C", "C", "C", "C", "C", "C", "C", "O", "N", "N", "C", "C", "C", "C", "C", "C", "N", "H", "H", "H", "H", "H", "H", "H", "H", "H", "H", "Br", "C", "Br", "H", "H", "N", "C", "C", "N", "C", "C", "H", "H", "H", "H", "H", "H", "H", "H", "H", "H", "H"],
  "coordinates": [[-0.69081, 0.79010, 0.56911], [1.62266, -2.41522, 4.08046], [0.68851, -3.21456, 3.57639], [0.43632, -4.40469, 4.26654], [-0.53067, -5.27596, 3.83002], [-1.27710, -4.99175, 2.68535], [-1.04750, -3.83049, 1.99137], [-0.07154, -2.90937, 2.42041], [0.06996, -1.64727, 1.71679], [-0.78308, -1.25210, 0.85944], [1.15309, -0.89833, 2.02489], [1.15893, 0.25852, 1.39563], [2.13604, 1.09731, 1.46850], [1.97458, 2.32274, 0.72832], [3.03784, 3.21994, 0.54975], [2.83822, 4.36401, -0.19239], [1.57100, 4.61264, -0.71194], [0.57214, 3.68367, -0.48643], [0.75584, 2.55696, 0.19288], [1.74569, -1.64029, 3.49023], [1.02822, -4.60747, 5.14450], [-0.70730, -6.18534, 4.38042], [-2.03350, -5.68603, 2.35249], [-1.60699, -3.60769, 1.09183], [3.03993, 0.90678, 2.04233], [3.99983, 3.00158, 0.98573], [3.64143, 5.06143, -0.36392], [1.36467, 5.50883, -1.27113], [-0.42901, 3.84881, -0.87312], [-2.15059, 1.80774, 3.03499], [-3.82798, 1.86852, 2.05302], [-3.47764, 1.78923, 0.16772], [-4.35526, 2.79844, 2.27409], [-4.43034, 1.00005, 2.32204], [-0.08942, 0.18841, -4.68656], [-1.46289, -0.03042, -4.15674], [-1.57216, 0.64214, -2.78255], [-0.58012, 0.14672, -1.84469], [0.76001, 0.30094, -2.38316], [0.92019, -0.37484, -3.74949], [0.06884, 1.20220, -4.77872], [0.01119, -0.22840, -5.62125], [-1.63255, -1.10739, -4.07322], [-2.19630, 0.38556, -4.85004], [-2.57419, 0.46924, -2.38638], [-1.43701, 1.72516, -2.88747], [-0.75930, -0.83239, -1.62022], [1.48411, -0.12800, -1.68690], [0.97088, 1.37312, -2.47185], [0.75080, -1.45151, -3.66899], [1.92236, -0.21124, -4.14807]],
  "forces_ev_per_a": [[-3.32, 1.88, -1.04], [0.28, 0.10, 0.27], [-0.23, -0.04, -0.21], [0.06, 0.06, -0.04], [0.14, 0.21, 0.02], [-0.19, -0.03, -0.26], [0.04, 0.02, 0.09], [-0.05, -0.05, 0.13], [0.62, -0.35, 0.48], [-0.38, -1.39, -0.31], [0.47, -0.94, 0.85], [2.32, 0.32, 0.32], [0.00, -0.96, 0.49], [0.38, 1.08, -0.50], [-0.32, -0.43, 0.15], [-0.38, 0.05, -0.09], [0.10, -0.06, 0.04], [0.02, 0.33, -0.27], [0.73, 0.46, 0.08], [-0.05, -0.15, -0.08], [0.05, -0.03, 0.11], [-0.05, -0.14, 0.06], [-0.03, -0.04, -0.06], [-0.04, 0.04, 0.07], [-0.03, -0.07, 0.00], [0.09, -0.05, 0.06], [0.13, 0.09, 0.03], [-0.05, 0.12, -0.08], [-0.01, 0.06, 0.00], [-0.35, 0.07, 0.11], [-0.14, -0.06, 0.58], [-0.37, 0.15, -0.48], [0.30, -0.17, -0.08], [0.24, 0.16, -0.05], [0.06, 0.11, -0.44], [-0.83, 0.16, 0.36], [-0.19, -0.14, -0.36], [-0.18, -0.11, 0.15], [0.31, -0.17, -0.26], [0.68, -0.11, 0.64], [0.01, -0.29, -0.16], [-0.02, 0.16, 0.19], [0.13, 0.11, -0.10], [0.17, -0.03, -0.05], [0.03, 0.00, -0.11], [-0.06, -0.03, -0.01], [0.02, -0.01, 0.05], [0.02, 0.06, -0.09], [0.08, -0.06, 0.04], [-0.06, 0.11, -0.13], [-0.12, 0.03, -0.09]]
}

***

Entry 2:
{
  "formula": "C18H23BrNO4P",
  "method": "wB97M-V/def2-TZVPD",
  "spin_multiplicity": 1,
  "homo_lumo_gap_ev": 6.86,
  "e_tot_ev": -108047.0677,
  "elements": ["C", "C", "Br", "C", "P", "C", "C", "C", "N", "H", "H", "H", "H", "H", "H", "H", "H", "H", "H", "H", "H", "H", "H", "H", "C", "C", "C", "O", "C", "C", "C", "O", "H", "H", "H", "H", "C", "C", "C", "O", "C", "C", "C", "O", "H", "H", "H", "H"],
  "coordinates": [[2.85360, 3.12980, 0.42410], [1.66696, 2.61756, -0.43588], [2.43569, 1.42833, -1.86231], [0.54054, 1.79574, 0.26740], [0.50901, 1.80651, 2.13436], [0.61781, -0.00543, 2.66312], [1.76656, -0.16065, 3.72554], [3.14639, -0.11008, 3.03568], [3.49165, -1.38206, 2.34399], [2.98099, 2.66197, 1.40394], [2.79894, 4.22996, 0.47216], [3.78398, 2.92843, -0.13478], [1.22371, 3.46132, -0.97581], [0.55186, 0.76790, -0.13413], [-0.42720, 2.21030, -0.08094], [-0.80853, 2.15974, 2.54064], [0.89707, -0.66242, 1.82156], [-0.34876, -0.33241, 3.07703], [1.65170, 0.70334, 4.40266], [1.69890, -1.11450, 4.26971], [3.10799, 0.68965, 2.26985], [3.96452, 0.10642, 3.74140], [4.47045, -1.32198, 2.08948], [2.98404, -1.35651, 1.46504], [-6.04327, 0.60026, 1.52538], [-5.07602, 0.48825, 2.43420], [-3.65176, 0.63377, 2.05953], [-2.76899, 0.52963, 2.88659], [-3.34200, 0.90904, 0.63881], [-4.30872, 1.02098, -0.27065], [-5.73384, 0.87603, 0.10393], [-6.61498, 0.97967, -0.72224], [-7.09041, 0.49660, 1.77927], [-5.28265, 0.28754, 3.47768], [-2.29450, 1.01146, 0.38526], [-4.10138, 1.22086, -1.31434], [1.17518, -1.39550, -4.04163], [2.19583, -2.25074, -4.00702], [1.99437, -3.69595, -4.25452], [2.92268, -4.47604, -4.22154], [0.61663, -4.15518, -4.54334], [-0.40410, -3.30021, -4.57767], [-0.20222, -1.85467, -4.33003], [-1.13181, -1.07517, -4.36243], [1.30272, -0.33550, -3.86253], [3.20969, -1.93341, -3.79816], [0.48964, -5.21521, -4.72228], [-1.41795, -3.61743, -4.78610]],
  "forces_ev_per_a": [[0.53, 0.13, -1.11], [0.33, -0.31, 0.65], [-0.25, 0.37, 0.16], [-1.01, 0.07, -0.50], [0.87, -0.17, 0.59], [0.48, -0.18, 0.35], [-0.09, 0.39, -0.60], [-0.04, 0.04, -0.27], [-0.43, 0.57, 0.24], [-0.41, 0.27, -0.19], [-0.11, -0.45, 0.49], [-0.35, 0.14, 0.27], [0.22, -0.40, -0.02], [0.03, 0.36, 0.45], [0.45, -0.16, 0.09], [0.06, -0.42, -0.70], [-0.49, 0.33, 0.05], [0.34, 0.11, -0.26], [0.29, -0.53, 0.08], [-0.17, 0.35, -0.07], [0.18, 0.09, 0.55], [-0.45, 0.03, -0.13], [0.02, -0.15, -0.06], [0.11, -0.37, -0.07], [0.07, -0.04, 0.24], [-0.23, 0.01, -0.05], [0.13, -0.03, 0.13], [-0.11, -0.04, 0.00], [-0.07, 0.03, -0.22], [0.26, 0.01, 0.04], [-0.16, 0.02, -0.15], [0.03, 0.00, 0.03], [-0.01, 0.01, -0.05], [0.05, 0.00, 0.01], [0.01, -0.03, 0.04], [-0.04, -0.01, -0.01], [0.22, -0.01, -0.01], [-0.10, 0.21, 0.02], [0.19, -0.12, 0.02], [-0.04, 0.02, -0.01], [-0.25, 0.04, -0.03], [0.08, -0.23, -0.02], [-0.13, 0.13, 0.00], [0.02, -0.03, 0.02], [-0.07, -0.01, 0.00], [0.01, -0.04, 0.00], [0.05, -0.01, 0.01], [-0.01, 0.04, 0.00]]
}

***

Looking at energy above the lowest of the compared OMol25 structures with the same formula, charge and spin for the records above, in order, we have 1.313; 0.607 eV.
Looking at strongest force on any atom for the records above, in order, we have 4.0; 1.2 eV Å⁻¹.
Looking at LUMO energy for the records above, in order, we have -5.9; -1.7 eV.